1.
This record from the Open Molecules 2025 dataset describes a cluster of 2 separate species, C2H3ClF2S in total at a distorted geometry. The level of theory is ωB97M-V/def2-TZVPD.

XYZ file:
```
9
Properties=species:S:1:pos:R:3
C 1.6104 -0.2489 0.0276
C -1.1669 0.0317 -0.2164
F 1.6651 0.1528 1.3119
F 1.7535 -1.6242 0.1592
S -1.4216 1.5961 0.3583
Cl -1.2209 -1.3750 0.7411
H 2.3824 0.0659 -0.5308
H -0.6786 -0.2556 -1.1702
H -1.6226 1.3007 1.5965
```

Properties
- energy above the lowest of the compared OMol25 structures with the same formula, charge and spin (kJ/mol) = 406.8
- gap between HOMO and LUMO (alpha / beta) (eV) = 9.55 / 7.17


2.
This record from the Open Molecules 2025 dataset describes the molecule C2H3ClF2S at a distorted geometry. The level of theory is ωB97M-V/def2-TZVPD.

XYZ file:
```
9
Properties=species:S:1:pos:R:3
C 0.5787 0.4192 0.8690
C -0.1962 -0.4657 -0.2307
F 1.8854 0.1223 0.9373
F 0.5644 1.8065 0.7387
S -0.3657 0.5332 -1.6847
Cl -1.8129 -0.8226 0.4554
H 0.2480 0.1493 1.8135
H 0.2254 -1.4123 -0.4867
H -1.1271 -0.3299 -2.4117
```

Properties
- energy above the lowest of the compared OMol25 structures with the same formula, charge and spin (kJ/mol) = 50.1
- structure (SMILES) = FC(F)[C@H](S)Cl
- gap between HOMO and LUMO (eV) = 10.45


3.
This record from the Open Molecules 2025 dataset describes a cluster of 2 separate species, C2H3ClF2S in total at a distorted geometry. The level of theory is ωB97M-V/def2-TZVPD.

XYZ file:
```
9
Properties=species:S:1:pos:R:3
C 1.6733 0.2341 -0.4127
C -1.6081 0.4211 0.1026
F -2.2757 0.8654 1.1937
F -2.2115 0.9612 -0.9849
S 1.3456 -1.3685 -0.0892
Cl -1.6280 -1.3193 0.0235
H 1.7929 0.5137 -1.4395
H 1.7037 0.9708 0.3632
H 1.2078 -1.2785 1.2432
```

Properties
- energy above the lowest of the compared OMol25 structures with the same formula, charge and spin (kJ/mol) = 379.1
- gap between HOMO and LUMO (alpha / beta) (eV) = 9.94 / 6.14


4.
This record from the Open Molecules 2025 dataset describes a cluster of 2 separate species, C2H3ClF2S in total at a distorted geometry. The level of theory is ωB97M-V/def2-TZVPD.

XYZ file:
```
9
Properties=species:S:1:pos:R:3
C -0.7088 0.8365 0.2273
C 0.6749 0.4529 -0.1491
F 2.7827 -2.0077 -0.2487
F 1.0193 -0.1470 -1.2551
S -0.0022 -0.4834 1.2662
Cl 1.9182 1.5715 0.3790
H -0.7983 1.7122 0.7252
H -1.6671 0.4902 -0.2896
H 2.3182 -1.3387 0.2207
```

Properties
- energy above the lowest of the compared OMol25 structures with the same formula, charge and spin (kJ/mol) = 116.5
- structure (SMILES) = F[C@@]1(Cl)CS1.F
- gap between HOMO and LUMO (eV) = 10.17


5.
This record from the Open Molecules 2025 dataset describes a structure of composition C2H3ClFI at a distorted geometry. The level of theory is ωB97M-V/def2-TZVPD.

XYZ file:
```
8
Properties=species:S:1:pos:R:3
C -0.9170 1.6037 0.3630
C 0.2827 1.5764 -0.4447
F 1.4094 2.5369 0.9419
Cl 1.0268 0.1213 -0.6258
I -2.1510 -0.1126 -0.1941
H -0.7167 1.5108 1.4189
H -1.5279 2.5847 0.0804
H 0.3150 2.5684 -1.1234
```

Properties
- energy above the lowest of the compared OMol25 structures with the same formula, charge and spin (kJ/mol) = 228.2
- gap between HOMO and LUMO (eV) = 8.77


6.
This record from the Open Molecules 2025 dataset describes the molecule C2H3ClFI at a distorted geometry. The level of theory is ωB97M-V/def2-TZVPD.

XYZ file:
```
8
Properties=species:S:1:pos:R:3
C 0.1406 -0.1238 -0.0582
C 1.2509 -1.1474 0.2112
F 0.9991 -2.1180 1.1115
Cl 1.1808 -2.3568 -1.5765
I 3.2767 -0.4204 0.2549
H 0.5258 0.2824 -1.0487
H -0.7674 -0.6140 -0.1794
H 0.0602 0.5458 0.9014
```

Properties
- energy above the lowest of the compared OMol25 structures with the same formula, charge and spin (kJ/mol) = 60.5
- structure (SMILES) = C[C@@](F)(Cl)I
- gap between HOMO and LUMO (eV) = 9.51


7.
This record from the Open Molecules 2025 dataset describes the molecule C2H3ClFNO2. The level of theory is ωB97M-V/def2-TZVPD.

XYZ file:
```
10
Properties=species:S:1:pos:R:3
C -0.5940 -0.2889 0.3183
C 0.7923 0.3088 0.5620
H -2.6447 -0.8744 -0.2726
H -1.2492 1.4579 -0.5972
H 1.1033 0.1953 1.6055
N -1.5000 0.5760 -0.1549
O -2.7264 0.0649 -0.5237
O -0.8702 -1.4379 0.5981
F 0.7847 1.6417 0.2460
Cl 1.9890 -0.5130 -0.4554
```

Properties
- energy above the lowest of the compared OMol25 structures with the same formula, charge and spin (kJ/mol) = 0.0
- structure (SMILES) = O=C(NO)[C@H](F)Cl
- gap between HOMO and LUMO (eV) = 10.75


8.
This record from the Open Molecules 2025 dataset describes a cluster of 2 separate species, C2H3ClN2 in total at a distorted geometry. The level of theory is ωB97M-V/def2-TZVPD.

XYZ file:
```
8
Properties=species:S:1:pos:R:3
C -0.3122 0.8239 0.3275
C 0.8858 0.2200 -0.3921
N -2.1387 -2.1459 0.9910
N -1.6450 -1.5713 0.1901
Cl -0.1924 2.5362 0.5285
H 1.5755 0.8893 -0.9181
H 0.2925 -0.4842 -1.1008
H 1.5346 -0.2681 0.3737
```

Properties
- energy above the lowest of the compared OMol25 structures with the same formula, charge and spin (kJ/mol) = 272.2
- gap between HOMO and LUMO (eV) = 8.41


- Which of these has the lowest energy above the lowest of the compared OMol25 structures with the same formula, charge and spin?
  C2H3ClFNO2